{
  "formula": "C43H61AsBrN3O2S3Si3Ti",
  "method": "ωB97M-V/def2-TZVPD",
  "charge": 0,
  "multiplicity": 3,
  "homo_lumo_gap_ev": [4.591, 7.467],
  "de_lowest_kcal_mol": 65.8,
  "e_homo_ev": [-4.55, -7.40],
  "s2": 2.022,
  "e_lumo_ha": [0.00167, 0.00232],
  "e_tot_ha": -9712.1260,
  "symbols": ["Ti", "C", "C", "C", "C", "C", "Br", "N", "C", "H", "H", "H", "H", "H", "H", "C", "C", "C", "C", "C", "C", "C", "C", "C", "C", "N", "C", "C", "C", "C", "C", "N", "H", "H", "H", "H", "H", "H", "H", "H", "H", "H", "H", "H", "H", "H", "H", "H", "H", "O", "H", "H", "O", "C", "C", "C", "C", "C", "S", "C", "C", "C", "C", "S", "C", "C", "C", "C", "S", "H", "H", "H", "H", "H", "H", "H", "H", "H", "C", "Si", "C", "C", "As", "Si", "C", "C", "C", "Si", "C", "C", "C", "H", "H", "H", "H", "H", "H", "H", "H", "H", "H", "H", "H", "H", "H", "H", "H", "H", "H", "H", "H", "H", "H", "H", "H", "H", "H", "H"],
  "positions_angstrom": [[1.0724, -0.7382, 2.5923], [-3.7016, -3.0251, 4.0077], [-2.8485, -2.2888, 2.9996], [-2.9110, -2.6050, 1.5527], [-2.0847, -1.9954, 0.6236], [-1.0991, -1.0683, 1.1261], [0.0070, 0.0428, 0.0064], [-0.9562, -0.8645, 2.5011], [-1.7969, -1.4836, 3.3777], [-3.0276, -3.7098, 4.6191], [-4.4141, -3.6574, 3.4681], [-4.2035, -2.2808, 4.6148], [-3.7694, -3.1861, 1.1415], [-2.1864, -2.0630, -0.4503], [-1.5642, -1.2205, 4.3869], [-0.1307, 4.2784, 4.9193], [-1.1517, 3.2712, 4.3052], [-1.6671, 2.2468, 5.3634], [-2.6945, 2.5701, 6.1787], [-3.0630, 1.7952, 7.2455], [-2.3373, 0.6628, 7.5567], [-1.3547, 0.2200, 6.6307], [-0.6786, -1.0975, 6.9095], [-0.5145, -1.2774, 8.4697], [-0.9286, 1.0262, 5.5467], [0.0788, 0.6833, 4.6760], [1.2689, 1.2475, 4.9376], [2.2051, 1.5600, 3.8999], [3.2234, 2.5212, 3.9258], [3.9442, 2.3066, 2.7185], [3.3545, 1.2716, 2.0365], [2.2767, 0.7718, 2.6927], [-0.4736, 5.3208, 4.7968], [0.8927, 4.2221, 4.4931], [0.0742, 4.1058, 6.0193], [-0.7622, 2.7810, 3.3862], [-2.0036, 3.9292, 4.0525], [-3.3154, 3.4682, 5.9956], [-3.8711, 2.1508, 7.9014], [-2.6024, -0.0008, 8.3791], [0.2943, -1.1592, 6.4049], [-1.2856, -1.9023, 6.4330], [-0.1251, -0.4220, 8.9975], [-1.4200, -1.5871, 8.9525], [0.1392, -2.1077, 8.7314], [1.4858, 1.7183, 5.9235], [3.3825, 3.1326, 4.8708], [4.9183, 2.8251, 2.4852], [3.7142, 0.7401, 1.1020], [1.5892, -1.9237, 4.2380], [1.3524, -1.9311, 5.1802], [2.2823, -2.6274, 3.9909], [1.6291, -2.1252, 1.6098], [2.4174, -2.9688, 0.7300], [1.4914, -3.7337, -0.1637], [0.3101, -4.3175, 0.1549], [-0.4893, -4.6747, -0.9913], [0.1426, -4.4144, -2.1765], [1.7672, -3.8227, -1.9483], [3.3233, -3.8370, 1.5586], [3.7125, -5.1491, 1.3329], [4.5126, -5.7182, 2.3834], [4.7393, -4.8274, 3.3722], [4.1247, -3.2618, 3.0619], [3.3215, -2.0635, -0.1444], [3.0562, -1.3307, -1.2958], [4.2358, -0.8005, -1.8352], [5.3094, -0.9131, -0.9540], [4.9810, -1.9789, 0.4068], [-0.0263, -4.5438, 1.2065], [-1.4666, -5.1109, -0.9559], [-0.3065, -4.4597, -3.1853], [3.3528, -5.6254, 0.4420], [4.8454, -6.7600, 2.4408], [5.2234, -4.9738, 4.3254], [2.1525, -1.2063, -1.9036], [4.3135, -0.1209, -2.7521], [6.3784, -0.6218, -1.1553], [-0.3073, -0.6758, -8.2524], [0.4818, 0.7514, -7.1722], [2.2181, 0.3541, -6.5561], [0.7448, 2.1954, -8.3308], [-0.7199, 1.3925, -5.1461], [-0.6377, 3.7956, -4.8305], [-1.1485, 4.4169, -3.1283], [-1.7584, 4.3898, -6.1954], [1.0582, 4.3337, -5.1634], [-3.0707, 0.7679, -5.5509], [-3.2258, -0.9417, -4.7357], [-3.8526, 0.8675, -7.2963], [-4.0259, 1.9016, -4.5867], [-0.2639, -1.5824, -7.6862], [0.2604, -0.8542, -9.1898], [-1.3959, -0.5380, -8.4465], [2.8006, -0.0178, -7.4321], [2.2543, -0.3677, -5.7000], [2.6918, 1.2795, -6.2129], [1.1498, 1.8244, -9.2874], [1.5191, 2.8462, -7.8619], [-0.2299, 2.6858, -8.5824], [-2.1900, 4.1632, -2.8549], [-1.0285, 5.5497, -3.1907], [-0.5908, 4.1086, -2.2220], [-2.6519, 3.7663, -6.3634], [-1.1346, 4.4363, -7.1335], [-2.1484, 5.3955, -5.9387], [1.0827, 5.4057, -5.4531], [1.5368, 3.7634, -5.9325], [1.6969, 4.1578, -4.2893], [-2.3781, -1.3071, -4.1954], [-3.5729, -1.7061, -5.4882], [-4.0337, -0.8701, -4.0369], [-4.1488, -0.1330, -7.6370], [-3.1123, 1.1930, -8.0247], [-4.6403, 1.6521, -7.3527], [-3.6367, 1.9075, -3.5178], [-5.1089, 1.4876, -4.4986], [-4.1476, 2.9176, -5.0039]],
  "forces_ev_per_a": [[-2.261, -0.662, 0.287], [1.135, -0.509, -0.280], [1.669, -0.272, -1.428], [-1.452, -0.320, 0.495], [2.093, 2.637, 1.055], [-2.829, -1.847, -0.014], [-0.490, -0.324, 0.415], [1.364, 0.526, -2.000], [-1.387, -0.535, -0.701], [-1.020, 0.886, -0.480], [-0.051, 0.171, 0.310], [-0.242, -0.260, 0.421], [0.786, 0.302, 0.609], [-0.125, -0.347, 0.021], [-0.201, -0.104, 0.582], [1.141, -0.100, 0.858], [-0.593, 0.167, 0.659], [2.836, -0.139, -2.147], [-1.647, 1.292, -0.010], [-0.344, -0.212, 1.636], [0.007, -0.608, -1.507], [0.496, 0.415, 0.176], [-0.130, -0.262, 1.005], [0.465, -1.284, -1.007], [-2.814, 0.406, 2.241], [4.208, 0.911, -0.272], [-2.587, 0.586, -0.638], [0.821, -1.380, -0.780], [-0.434, -1.006, 0.979], [1.842, 1.648, 0.732], [0.201, -1.325, -1.401], [1.167, 3.196, 1.977], [0.146, -0.476, 0.115], [-0.678, -0.070, -0.164], [-0.637, 0.157, -1.037], [-0.294, 0.288, 0.688], [0.147, -0.697, -0.268], [0.687, -0.417, -0.071], [0.344, -0.335, -0.325], [0.016, 0.450, -0.154], [-0.144, 0.297, 0.343], [0.320, 0.225, 0.666], [0.044, 0.554, -0.211], [-0.776, 0.158, 0.077], [0.379, -0.114, -0.344], [-0.386, -0.149, -0.539], [0.104, -0.566, -1.792], [-1.440, -0.674, -0.034], [-0.522, 0.960, 1.168], [1.001, -1.233, 0.354], [0.245, -0.111, -0.570], [-1.203, 1.113, 0.800], [1.590, -2.059, -1.155], [0.124, 2.001, 0.026], [-0.129, -0.508, -1.538], [-0.773, -0.625, 0.759], [1.069, 0.212, -0.310], [0.105, -0.066, -0.018], [-1.556, 0.023, 1.241], [0.938, -1.673, 1.252], [-0.623, 1.573, 0.543], [-0.265, -0.202, -0.305], [0.317, 0.154, 0.496], [-1.128, -0.588, -1.024], [-0.469, -0.269, 0.408], [0.103, -0.783, 0.141], [2.144, 2.329, 0.398], [1.125, -0.733, -0.868], [-0.600, 1.763, -2.511], [0.381, 0.712, -1.254], [-0.374, 0.023, 0.200], [0.554, -0.269, 0.743], [0.005, -0.491, -0.151], [-0.172, 0.512, -0.179], [0.220, -0.160, -0.130], [0.106, -0.365, 0.999], [-0.266, -1.295, 1.360], [-1.439, -0.184, 0.317], [-0.157, 0.843, 0.454], [-0.551, 0.039, -0.025], [0.118, -0.818, -0.001], [-0.186, 0.221, -0.354], [-0.366, -0.689, -0.283], [-1.092, -1.564, -0.230], [-0.275, 0.795, 0.591], [-0.254, 0.878, -0.452], [1.190, 0.898, 0.360], [1.819, -0.913, -1.052], [-0.779, -0.371, -1.785], [0.628, 0.127, -0.018], [-2.712, 0.939, 2.680], [0.147, -0.780, 0.428], [-0.388, 0.355, 0.479], [0.815, 0.214, -0.134], [-0.176, 0.069, 0.709], [-0.013, 0.454, -0.879], [-0.084, -0.029, -0.037], [0.010, 0.091, 0.285], [-0.860, -0.009, -0.543], [0.982, 0.007, 0.382], [0.268, 0.358, -0.433], [-0.367, -1.242, 0.118], [0.191, -0.053, -0.788], [0.559, 0.107, 0.000], [-0.773, 0.022, 0.821], [0.277, -0.193, -0.414], [0.125, -0.517, 0.272], [0.090, -0.247, -0.723], [-0.139, 0.343, 0.044], [0.678, -0.116, 0.094], [0.541, 0.577, 0.654], [-0.631, 0.093, 0.593], [-0.445, 0.358, 0.081], [0.246, 0.045, -0.080], [0.181, -0.888, 0.203], [-0.472, 0.372, -1.187], [1.605, 0.576, -0.165], [0.289, -0.393, 0.401]],
  "mulliken_charge": [0.257, -1.307, 0.737, -0.867, -0.635, 0.353, -0.229, 0.036, -0.262, 0.232, 0.371, 0.322, 0.206, 0.687, 0.183, -1.056, -0.640, 0.759, -0.601, -0.759, -0.895, 1.141, 0.410, -1.467, -1.409, 0.891, -0.139, 0.016, -0.565, -0.975, -0.234, 0.703, 0.362, 0.236, 0.257, 0.026, 0.634, 0.332, 0.351, 0.237, -0.496, 0.233, 0.394, 0.415, 0.396, 0.295, 0.391, 0.317, 0.100, -0.073, 0.033, 0.004, 0.200, 3.828, -1.120, -0.263, -0.754, -0.461, -0.049, -1.361, -0.342, -0.796, -0.479, 0.060, -0.527, -0.490, -0.940, -0.461, 0.021, 0.336, 0.480, 0.435, 0.591, 0.401, 0.454, 0.856, 0.283, 0.376, -1.046, 0.450, -0.982, -0.966, -0.050, 0.415, -0.992, -0.888, -0.953, 0.508, -1.233, -1.193, -0.948, 0.322, 0.341, 0.246, 0.312, 0.208, 0.295, 0.427, 0.263, 0.152, 0.290, 0.256, 0.308, 0.167, 0.256, 0.372, 0.307, 0.178, 0.292, 0.296, 0.325, 0.394, 0.420, 0.266, 0.350, 0.161, 0.315, 0.374]
}